1.
The following is a DFT calculation (ωB97M-V/def2-TZVPD) of the ion C5H11N4 with charge +1.

Summary:
Spin multiplicity = 1
Structure (SMILES) = C[N+](C)(C)n1cncn1
Net charge = +1
Orbital gap = 0.4283 Eh
HOMO = -14.641 eV

Geometry as XYZ:
```
20
Properties=species:S:1:pos:R:3:nbo_charge:R:1
H -0.90 1.43 -2.05 0.252
C -1.56 0.70 0.57 -0.453
H -1.79 -0.92 -1.62 0.247
C -0.11 1.05 -1.41 -0.435
H 1.13 -2.36 0.44 0.243
N 1.22 0.95 1.03 -0.297
H -1.05 1.57 1.18 0.290
C 1.41 -1.32 0.71 0.213
H 0.39 1.91 -0.86 0.284
H 0.54 0.46 -2.15 0.242
C 2.31 0.42 1.58 0.196
H -1.53 -1.82 -0.19 0.252
H 3.06 0.83 2.17 0.236
N -0.52 0.07 -0.35 -0.048
N 2.40 -0.92 1.44 -0.429
H -2.53 0.98 -0.01 0.256
N 0.61 -0.22 0.46 -0.120
C -1.00 -1.21 -0.92 -0.414
H -1.90 0.06 1.37 0.248
H -0.19 -1.67 -1.40 0.238
```

=====

2.
The following is a DFT calculation (ωB97M-V/def2-TZVPD) of a cluster of 2 separate species, C5H11N4O in total.

Summary:
Spin multiplicity = 1
Net charge = +1
Orbital gap = 0.3290 Eh
HOMO = -12.693 eV

Geometry as XYZ:
```
21
Properties=species:S:1:pos:R:3:nbo_charge:R:1
N -0.24 -2.69 -0.81 -0.712
H 2.62 1.02 -1.71 0.220
H 1.26 2.05 -1.22 0.183
C -0.41 -1.39 -0.86 0.226
C 2.12 1.40 -0.83 -0.414
H 2.98 1.99 -0.36 0.237
H -2.31 0.66 2.03 0.428
H -0.26 -0.81 -1.87 0.224
O -1.41 1.54 -0.90 -0.641
H -0.14 -3.16 0.07 0.420
H 0.20 -3.24 -1.63 0.437
N -2.11 1.19 1.20 -0.749
C 1.18 -0.04 0.99 0.716
H 1.06 -0.76 2.96 0.450
N 0.80 -0.51 2.04 -0.794
H -1.20 -1.10 1.16 0.256
N 1.52 0.32 -0.11 -0.573
C -1.46 0.65 0.14 0.644
H -2.53 2.15 1.04 0.440
C -1.02 -0.63 0.15 -0.503
H -0.65 1.35 -1.47 0.503
```

=====

3.
The following is a DFT calculation (ωB97M-V/def2-TZVPD) of the ion C5H11N4OS with charge +1.

Summary:
Spin multiplicity = 1
Net charge = +1
Orbital gap = 0.3484 Eh
HOMO = -13.842 eV

Geometry as XYZ:
```
22
Properties=species:S:1:pos:R:3:nbo_charge:R:1
C -3.58 -1.45 0.97 -0.743
H 1.69 -1.18 1.32 0.259
C 1.66 -0.03 1.07 -0.508
H -2.94 -2.32 1.29 0.246
H 0.95 0.65 1.59 0.237
H -4.61 -1.73 0.62 0.279
H 2.24 2.01 -1.86 0.434
C -2.88 -0.63 0.00 0.571
N 3.88 -0.15 -0.33 -0.359
H -1.11 0.08 1.11 0.252
H -0.71 -1.19 -0.09 0.247
N 2.91 0.37 -0.92 -0.011
H 0.65 2.65 -2.39 0.452
O -3.38 0.04 -0.86 -0.496
C 0.80 1.07 -1.00 0.331
H -3.80 -0.92 1.95 0.277
N 1.25 1.95 -1.92 -0.718
C -1.37 -0.45 0.15 -0.581
N 1.73 0.28 -0.33 -0.265
H 4.72 -0.20 -0.86 0.374
H 2.79 0.17 1.39 0.280
S -0.89 0.99 -0.92 0.442
```

=====

4.
The following is a DFT calculation (ωB97M-V/def2-TZVPD) of a cluster of 2 separate species, C5H11N5O2 in total.

Summary:
Spin multiplicity = 1
Structure (SMILES) = O/N=C\N1CC1.N/N=C\NC=O
Orbital gap = 0.3340 Eh
HOMO = -8.582 eV

Geometry as XYZ:
```
23
Properties=species:S:1:pos:R:3:nbo_charge:R:1
O -0.77 -1.19 -0.10 -0.602
C -2.02 0.49 -0.74 0.239
H 1.13 1.57 -1.00 0.145
H -2.77 -0.41 1.71 0.215
N -0.84 0.00 -0.83 -0.236
O 2.42 1.64 0.55 -0.626
C 1.84 1.04 -0.34 0.536
C 2.97 -1.17 -0.18 0.154
H 1.25 -0.68 -1.24 0.434
H -4.03 1.60 0.51 0.202
N 4.74 0.28 0.11 -0.647
H -2.19 1.55 -1.04 0.185
N 4.17 -0.96 0.19 -0.245
H -5.25 0.35 -0.13 0.211
C -3.52 -0.58 0.93 -0.229
H 0.05 -1.10 0.43 0.481
H 5.58 0.26 0.68 0.356
H 2.66 -2.22 -0.17 0.179
H -4.04 -1.54 0.97 0.213
N -3.19 -0.18 -0.44 -0.417
N 1.93 -0.29 -0.59 -0.674
C -4.24 0.56 0.25 -0.252
H 4.11 0.99 0.47 0.378
```

=====

5.
The following is a DFT calculation (ωB97M-V/def2-TZVPD) of the ion C5H11N6OS with charge +1.

Summary:
Spin multiplicity = 1
Net charge = +1
Orbital gap (alpha / beta) = 0.2851 / 0.3015 Eh
HOMO (alpha / beta) = -12.284 / -12.410 eV

Geometry as XYZ:
```
24
Properties=species:S:1:pos:R:3:nbo_charge:R:1
H 0.14 -2.47 0.80 0.258
H 1.13 0.10 2.56 0.438
H -1.81 1.06 0.84 0.248
C -0.44 -1.60 0.54 -0.590
C 0.25 -0.42 -0.09 0.170
C 0.12 0.73 0.92 0.176
N 1.39 0.68 1.77 -0.762
H 2.16 0.19 1.21 0.473
S -1.26 -1.09 2.14 0.172
C -0.63 1.05 -1.97 0.711
H 2.16 0.22 -0.84 0.387
N -0.49 -0.15 -1.36 -0.301
C -1.14 0.77 1.62 -0.545
N -1.23 -1.25 -1.88 -0.637
H -2.03 -0.82 -2.30 0.407
H -0.69 -1.86 -2.41 0.379
N 1.70 -0.55 -0.36 -0.867
H 1.89 1.52 2.05 0.445
H -1.14 1.29 2.51 0.252
O -1.40 1.29 -2.86 -0.501
N 0.55 2.48 -0.40 0.098
H 1.88 -1.33 -0.97 0.399
N 0.20 2.11 -1.45 -0.118
H -1.31 -1.98 -0.08 0.308
```

=====

6.
The following is a DFT calculation (ωB97M-V/def2-TZVPD) of a cluster of 2 separate species, C5H11NO in total.

Summary:
Spin multiplicity = 1
Structure (SMILES) = [H]/N=C/C(=C)C.CO
Orbital gap = 0.3771 Eh
HOMO = -9.565 eV

Geometry as XYZ:
```
18
Properties=species:S:1:pos:R:3:nbo_charge:R:1
H -2.29 -0.01 1.44 0.199
H 0.62 -2.12 0.03 0.466
O 1.46 -1.67 -0.15 -0.722
H -2.83 -0.28 -0.97 0.211
H 2.43 -2.45 1.48 0.165
C -1.34 0.42 1.13 -0.369
H 0.96 1.36 0.32 0.153
C 0.23 1.28 -0.50 0.110
H -0.62 0.61 1.92 0.196
C 2.12 -1.49 1.09 -0.246
C -1.09 0.70 -0.15 -0.053
H 1.52 2.00 -1.69 0.338
H -1.55 0.02 -2.14 0.238
H 1.45 -0.99 1.79 0.159
H -2.55 1.37 -1.57 0.231
H 3.00 -0.86 0.92 0.182
C -2.06 0.44 -1.27 -0.647
N 0.55 1.67 -1.69 -0.611
```

=====

7.
The following is a DFT calculation (ωB97M-V/def2-TZVPD) of the molecule C5H11NO.

Summary:
Spin multiplicity = 1
Structure (SMILES) = CC(C)=C[C@@H](N)O
Orbital gap (alpha / beta) = 0.2859 / 0.2859 Eh
HOMO (alpha / beta) = -6.892 / -6.892 eV

Geometry as XYZ:
```
18
Properties=species:S:1:pos:R:3:nbo_charge:R:1
H 1.27 1.96 -0.68 0.203
H -0.71 1.35 -2.16 0.214
H -1.69 0.38 1.00 0.403
C 0.19 0.07 -0.67 0.245
H 2.00 0.72 0.35 0.214
H 0.87 -0.73 2.00 0.155
C 0.09 -1.18 -0.02 -0.447
H -1.06 -1.33 2.97 0.469
H -1.52 -0.23 -1.96 0.220
H 0.03 -0.12 -2.80 0.234
H -0.63 -1.91 -0.39 0.202
H 2.14 0.59 -1.40 0.235
H -0.20 1.34 1.55 0.403
C -0.06 -0.86 1.42 0.220
C 1.47 0.89 -0.59 -0.672
O -0.93 -1.72 2.09 -0.709
N -0.71 0.50 1.25 -0.905
C -0.56 0.29 -1.96 -0.683
```

=====

8.
The following is a DFT calculation (ωB97M-V/def2-TZVPD) of the molecule C5H11NO.

Summary:
Spin multiplicity = 1
Structure (SMILES) = CC[C@@H](C=O)NC
Orbital gap = 0.3721 Eh
HOMO = -9.143 eV

Geometry as XYZ:
```
18
Properties=species:S:1:pos:R:3:nbo_charge:R:1
C 1.15 2.44 -0.40 -0.634
C -1.69 -1.69 -0.47 -0.423
C -0.01 1.61 0.25 -0.393
H 0.35 0.13 -1.22 0.177
C -0.07 0.15 -0.21 -0.160
H -0.94 -2.09 -1.13 0.195
H -2.66 -1.71 -0.97 0.194
H -2.07 0.27 -0.42 0.361
H 1.35 -0.21 1.53 0.107
O 1.19 -1.81 0.38 -0.514
N -1.40 -0.35 0.03 -0.608
H 1.89 2.65 0.39 0.207
H 0.12 1.69 1.33 0.207
H 1.61 1.86 -1.19 0.213
H -0.94 2.12 -0.01 0.203
C 0.88 -0.68 0.64 0.449
H 0.84 3.48 -0.48 0.225
H -1.71 -2.42 0.34 0.194
```

=====

9.
The following is a DFT calculation (ωB97M-V/def2-TZVPD) of the molecule C5H11NO.

Summary:
Spin multiplicity = 1
Structure (SMILES) = CC(C)[C@H](N)C=O
Orbital gap = 0.3795 Eh
HOMO = -9.631 eV

Geometry as XYZ:
```
18
Properties=species:S:1:pos:R:3:nbo_charge:R:1
C 1.28 1.73 -0.19 0.418
O 1.14 2.84 -0.74 -0.519
H -0.69 -1.10 -1.73 0.216
H -1.11 1.60 -0.96 0.359
H -1.39 -2.01 0.05 0.206
C 0.22 0.95 0.45 -0.176
C 0.28 -1.11 -1.24 -0.631
H -0.37 -2.52 1.28 0.208
H 0.75 -2.08 -1.06 0.224
H 1.13 -0.90 0.86 0.190
H 0.34 1.15 1.51 0.223
C 0.20 -0.64 0.27 -0.180
H 2.23 1.24 0.11 0.112
N -1.17 1.47 0.09 -0.842
H -1.30 2.49 0.53 0.368
H -1.54 -1.14 1.60 0.224
H 0.87 -0.38 -1.80 0.203
C -0.88 -1.59 0.94 -0.604
```

=====

10.
The following is a DFT calculation (ωB97M-V/def2-TZVPD) of the molecule C5H11NO.

Summary:
Spin multiplicity = 1
Structure (SMILES) = CC(C)N(C)C=O
Orbital gap = 0.3760 Eh
HOMO = -9.342 eV

Geometry as XYZ:
```
18
Properties=species:S:1:pos:R:3:nbo_charge:R:1
H 1.34 -2.16 -0.03 0.196
N -0.64 0.41 0.37 -0.454
H -1.40 1.83 1.73 0.212
H -2.46 0.30 1.37 0.105
H -0.45 -2.14 0.13 0.260
H 2.12 0.15 -1.78 0.225
H 1.55 1.43 -0.71 0.210
H 2.34 -0.03 -0.05 0.209
C -1.83 -0.22 0.61 0.529
H 0.34 1.74 1.79 0.200
C 0.27 -0.30 -0.71 -0.016
C 0.39 -1.84 -0.49 -0.637
H -0.25 -0.17 -1.66 0.201
C -0.51 1.70 1.09 -0.408
C 1.65 0.35 -0.81 -0.621
O -2.22 -1.25 0.10 -0.630
H -0.49 2.60 0.47 0.197
H 0.26 -2.40 -1.42 0.220
```

=====

11.
The following is a DFT calculation (ωB97M-V/def2-TZVPD) of a cluster of 2 separate species, C5H11NO in total.

Summary:
Spin multiplicity = 1
Structure (SMILES) = CN=C=O.CCC
Orbital gap = 0.4102 Eh
HOMO = -10.372 eV

Geometry as XYZ:
```
18
Properties=species:S:1:pos:R:3:nbo_charge:R:1
H -0.95 1.00 1.00 0.205
H 3.49 0.35 -0.91 0.213
H -0.73 1.91 -0.51 0.201
C -1.82 -1.38 -0.10 -0.611
O 0.69 -0.88 2.31 -0.531
C -1.09 -0.23 -0.79 -0.400
H -1.45 -1.51 0.92 0.214
H -2.34 1.37 -0.02 0.206
H 1.95 1.23 -0.77 0.206
H 3.21 1.44 0.47 0.205
H -1.46 -0.12 -1.82 0.195
H -2.90 -1.19 -0.05 0.200
N 2.19 -0.39 0.53 -0.550
C 2.74 0.72 -0.21 -0.407
C -1.28 1.09 -0.04 -0.612
H -1.67 -2.33 -0.63 0.208
H -0.03 -0.46 -0.87 0.193
C 1.42 -0.57 1.44 0.865
```

=====

12.
The following is a DFT calculation (ωB97M-V/def2-TZVPD) of the molecule C5H11NO.

Summary:
Spin multiplicity = 1
Structure (SMILES) = CC(C)CC(N)=O
Orbital gap = 0.3758 Eh
HOMO = -9.423 eV

Geometry as XYZ:
```
18
Properties=species:S:1:pos:R:3:nbo_charge:R:1
C -1.43 -0.50 0.41 -0.622
H 2.01 0.32 -0.55 0.216
H -1.75 -1.58 0.61 0.213
H 1.93 -1.76 0.60 0.221
H 1.44 0.75 1.13 0.234
C 0.97 0.57 0.11 -0.510
C 0.83 -1.69 0.75 -0.596
H -0.73 2.47 -2.09 0.401
H -2.07 -0.22 -0.42 0.213
N -0.46 1.78 -1.46 -0.844
H 0.50 -1.46 1.89 0.212
H -0.42 0.86 -1.82 0.386
C 0.13 -0.64 -0.12 -0.261
H 0.12 -2.73 0.51 0.193
C 0.06 1.88 -0.18 0.700
O 0.11 2.76 0.63 -0.578
H -1.55 0.17 1.21 0.222
H 0.31 -1.00 -1.20 0.201
```

=====

13.
The following is a DFT calculation (ωB97M-V/def2-TZVPD) of the molecule C5H11NO.

Summary:
Spin multiplicity = 1
Structure (SMILES) = CCN1C[C@H]1CO
Orbital gap = 0.3904 Eh
HOMO = -9.518 eV

Geometry as XYZ:
```
18
Properties=species:S:1:pos:R:3:nbo_charge:R:1
H 0.45 -2.16 -0.99 0.191
H -1.86 0.77 0.36 0.487
H 2.27 0.72 2.38 0.211
C -0.25 -0.07 -1.13 -0.105
H 1.13 1.67 1.41 0.207
H 0.67 0.20 -1.65 0.195
H 0.53 0.57 2.65 0.213
H 1.35 -1.39 1.39 0.193
C -1.47 0.76 -1.51 -0.065
C 1.21 -0.43 0.88 -0.215
N -0.12 -0.46 0.26 -0.432
H 2.01 -0.35 0.12 0.168
O -2.36 0.96 -0.44 -0.721
H -1.14 1.72 -1.93 0.158
C -0.37 -1.49 -0.72 -0.255
H -1.34 -1.97 -0.65 0.207
H -2.02 0.24 -2.31 0.172
C 1.30 0.70 1.89 -0.611
```

=====

Energy relative to the best compared isomer or geometry (same formula, charge and spin) for the records above, in order: 81.8, 69.1, 49.9, 130.1, 59.8, 50.7, 95.5, 46.2, 59.3, 29.3, 19.4, 58.5, 47.7 kcal per mole
Energy for the records above, in order: -415.79291, -491.07680, -889.21938, -621.23294, -998.67910, -327.05051, -326.97910, -327.05780, -327.03683, -327.08470, -327.10039, -327.03817, -327.05530 hartree